No. 1
A molecular structure, C20H24N4O5S2 in a non-equilibrium geometry, computed with the ωB97M-V functional and the def2-TZVPD basis.

Last column: natural (NBO) charge in e.
Atoms and positions in Å:
H1 -3.2964 -2.0991 1.1796  0.22
H2 7.4785 1.9838 -1.1494  0.18
C1 -3.1468 -2.1357 -1.9094  -0.39
H3 -1.9129 -0.8554 1.2490  0.24
H4 0.5432 -4.1353 1.9918  0.44
H5 5.9542 2.0014 -2.0520  0.13
H6 -3.8196 -2.7261 -2.9067  0.21
H7 -5.6244 1.7273 0.9717  0.24
O1 -1.9330 -4.2652 1.5036  -0.61
C2 -1.1830 -3.3917 0.7460  0.68
N1 0.9352 -1.3328 0.0104  -0.47
C3 -3.5786 2.6106 0.8939  0.26
C4 -0.1826 1.3792 1.7580  -0.59
C5 -2.5314 -1.3109 0.5061  -0.20
H8 0.0953 0.7922 0.8172  0.24
C6 -2.5586 1.7880 0.8400  -0.29
H9 5.2874 -1.1412 1.1368  0.22
H10 -4.9752 -1.7426 -0.9812  0.18
C7 2.1390 -0.9128 0.0956  0.20
H11 -0.9120 -1.8810 -0.5216  0.31
H12 0.0261 0.7699 2.4002  0.19
H13 3.8722 1.6975 -1.5961  0.20
C8 -4.9043 2.6528 0.6042  -0.69
O2 -3.1581 3.0417 2.2818  -0.34
H14 -5.3563 3.5271 0.8513  0.24
C9 3.6401 0.9054 -1.0521  -0.29
H15 0.6223 2.3457 1.6365  0.21
N2 0.1664 -3.1934 1.3127  -0.61
C10 -4.0373 -1.2255 -1.5524  -0.16
H16 -4.8485 2.6950 -0.4581  0.26
C11 1.1630 -2.6117 0.7815  0.16
C12 -1.4476 2.1128 1.6157  0.11
O3 -3.3972 1.5809 -1.6457  -0.93
H17 -2.5233 -1.4766 -2.4322  0.22
H18 -3.1488 -3.8550 -0.5908  0.23
C13 6.0020 3.2316 -0.1602  -0.63
O4 -1.1185 0.6229 -1.1298  -0.91
C14 2.4097 0.3508 -0.9924  -0.16
N3 -1.9439 2.5275 2.5974  -0.06
H19 6.5376 3.1763 0.8518  0.21
H20 6.4562 4.1711 -0.8992  0.20
H21 -1.9142 -3.6730 -1.6952  0.21
C15 3.2631 -1.4258 0.6888  -0.48
C16 -2.4935 -3.1067 -1.2168  -0.36
H22 1.5323 0.9425 -1.3870  0.24
S1 2.8083 -2.6297 1.4478  0.59
C17 6.5189 1.9615 -1.0019  -0.01
N4 -3.3705 -0.4947 -0.2142  -0.64
C18 4.8271 0.2978 -0.2802  0.34
H23 -4.5440 -0.6012 -1.9918  0.21
O5 6.2099 0.8765 -0.3205  -0.51
C19 4.6047 -0.9697 0.4013  -0.27
H24 4.9399 3.1856 -0.0109  0.21
C20 -1.6529 -2.5593 -0.1007  -0.47
S2 -2.5192 0.7967 -0.9228  2.27

Output
**M**: 464.57 g/mol
**E_HOMO**: -0.276 Ha
**Energy relative to the best compared isomer or geometry (same formula, charge and spin)**: 2154.2 kJ/mol
**Gap between HOMO and LUMO**: 6.8756 eV
**E**: -58975.38419 eV

---

No. 2
A molecular structure, C4H4N2O in a non-equilibrium geometry, computed with the ωB97M-V functional and the def2-TZVPD basis.

Last column: natural (NBO) charge in e.
Atoms and positions in Å:
H1 0.5579 0.0195 -1.8381  0.20
C1 -0.4350 0.9605 -0.0743  0.52
H2 1.1483 -2.0741 0.6332  0.18
C2 0.6249 -1.1229 0.6437  0.40
N1 1.2555 -0.0546 0.2344  -0.55
C3 -1.2505 -0.3869 0.5524  0.10
C4 0.7214 0.6204 -0.9436  -0.31
H3 -2.3318 -0.3158 0.6468  0.21
H4 1.3415 1.4956 -1.1559  0.23
O1 -1.0382 2.0060 -0.0346  -0.55
N2 -0.5940 -1.1479 1.3360  -0.44

Output
**M**: 96.09 g/mol
**E_HOMO**: -0.311 Ha
**Energy relative to the best compared isomer or geometry (same formula, charge and spin)**: 473.5 kJ/mol
**Gap between HOMO and LUMO**: 7.6634 eV
**E**: -9235.58090 eV

---

No. 3
C5H12NO in the gas phase in a non-equilibrium geometry, computed with the ωB97M-V functional and the def2-TZVPD basis.

Last column: Löwdin spin population.
Atoms and positions in Å:
H1 1.2071 1.2278 -0.4793  0.00
C1 0.8666 -0.3972 -1.8231  0.03
H2 0.3296 -1.7184 0.1489  0.08
H3 -1.5227 1.3314 1.8563  0.03
H4 -0.2496 1.4376 -1.3474  0.00
C2 -0.5602 0.1578 0.2951  0.09
C3 -0.5910 1.2978 1.3275  0.08
C4 -0.0113 -1.3734 -2.1599  0.03
H5 0.1568 -1.9983 -3.0156  0.00
N1 0.0287 -1.0779 0.9107  0.17
H6 -0.5145 2.3033 0.8199  0.01
C5 0.3344 0.6640 -0.8486  0.02
H7 -1.5573 -0.0203 -0.1034  0.03
H8 0.4904 1.3113 3.0297  0.03
H9 1.8909 -0.4894 -2.1337  0.00
H10 -0.6341 -1.5982 1.5441  0.21
H11 -1.0015 -1.4352 -1.7294  0.02
H12 0.7150 -0.8007 1.6281  0.09
O1 0.6226 1.1780 2.0801  0.09

Output
**M**: 102.16 g/mol
**E_HOMO (spin up / spin down)**: -0.116 / -0.376 Ha
**Energy relative to the best compared isomer or geometry (same formula, charge and spin)**: 252.5 kJ/mol
**Gap between HOMO and LUMO (spin up / spin down)**: 3.9528 / 10.9005 eV
**2S+1**: 2
**E**: -8912.56990 eV

---

No. 4
A molecular structure, C45H35BCl6F6N7OPb in a non-equilibrium geometry, computed with the ωB97M-V functional and the def2-TZVPD basis.

Last column: Löwdin charge in e.
Atoms and positions in Å:
H1 5.9908 -2.6680 -2.1940  0.10
C1 -1.1582 1.1807 -3.8263  -0.76
C2 -2.9501 -1.8788 0.7905  -0.28
C3 -3.6258 0.8214 3.1944  -0.03
Cl1 0.5278 0.9661 -3.9414  0.70
N1 1.2345 -1.0202 1.4321  0.09
C4 2.2272 -1.9677 1.5304  -0.24
H2 -1.6048 7.6745 -1.3904  0.08
C5 1.1257 -5.2039 -1.8586  -0.05
H3 1.6556 1.0791 4.3979  0.08
C6 -4.2031 -3.9090 0.1141  -0.04
H4 -2.6813 5.5652 -1.9211  0.09
C7 5.2895 -3.1663 -0.1701  -0.09
C8 2.1937 -2.5512 2.8306  0.02
H5 6.1049 -3.8769 0.0245  0.10
C9 0.8596 -3.4996 -3.9434  -0.17
C10 -3.3169 1.5431 -4.8907  -0.66
C11 -4.5090 -4.9031 -0.7893  -0.14
H6 1.3106 -5.7697 -0.9665  0.10
C12 1.6336 -5.6424 -3.1007  -0.08
C13 -0.9004 6.0604 1.5036  -0.04
H7 0.4864 1.7608 5.5912  0.07
C14 -1.8956 1.5106 -4.9748  -0.70
H8 0.3921 -1.4397 5.4642  0.07
Cl2 -4.4334 1.4530 -6.2613  0.61
F1 3.5909 2.0462 -2.7240  0.15
C15 -3.1553 -0.2524 2.3144  -0.34
C16 4.2916 -2.9585 0.7939  -0.04
H9 -2.1970 -4.2309 -3.1333  0.10
Cl3 -5.5673 1.9072 -3.3450  0.63
H10 4.4411 -3.2727 1.8033  0.09
C17 3.5203 2.1111 0.9296  -0.40
Cl4 2.2280 -5.0609 -5.6928  0.65
H11 -0.5673 8.0936 0.7823  0.09
F2 2.7459 2.7835 1.9125  0.07
H12 -1.0326 -0.0943 3.9260  0.10
H13 0.0916 4.6246 3.7662  0.09
N2 0.6398 -0.9274 2.7160  0.03
C18 3.2001 -2.2025 0.4595  -0.19
H14 -0.5567 -2.6369 4.6423  0.07
F3 3.5497 0.7912 1.1773  0.15
N3 0.3749 -3.1228 -2.7618  0.08
Pb1 -0.2706 0.8771 -0.6150  1.46
C19 0.4521 -2.2990 4.7869  -0.04
C20 4.0232 -1.8316 -1.6959  -0.10
O1 1.8558 1.6247 -0.7811  -0.41
H15 3.8747 -1.4525 -2.6896  0.10
C21 3.0247 -1.6153 -0.7903  -0.05
C22 0.3888 -4.0259 -1.7744  -0.16
C23 -3.2385 -2.9020 -0.1660  -0.16
Cl5 -1.1945 1.5722 -6.5518  0.65
C24 -3.0597 1.3786 -2.4241  -0.71
H16 -4.6965 0.8100 3.1796  0.07
C25 -1.5775 6.8998 -0.6671  -0.11
C26 0.2049 2.4275 3.5390  -0.25
N4 -0.3698 1.5976 2.6394  0.02
H17 -4.9679 -1.3456 1.7610  0.10
H18 0.7198 -2.8609 -4.7773  0.09
N5 -1.8637 -0.3680 1.9612  -0.01
H19 -4.8355 -3.8476 1.0073  0.11
N6 -1.7526 -1.2920 0.9402  0.08
B1 -0.6471 0.0658 2.8296  -0.52
C27 -3.7897 -5.1051 -1.9279  -0.11
H20 -3.1516 1.8010 2.9119  0.09
H21 0.9263 -3.1709 5.2612  0.08
H22 2.2442 4.1384 -1.6626  0.10
Cl6 -3.7969 1.3475 -0.8566  0.70
H23 -3.8805 -6.0250 -2.5970  0.12
C28 2.9320 2.4423 -0.4891  -0.44
C29 1.1215 -1.9107 3.5143  -0.29
H24 -2.6244 3.5928 -0.3365  0.07
C30 4.0849 2.1929 -1.5146  -0.54
H25 -3.2934 0.6945 4.2291  0.08
F4 4.7198 0.9768 -1.2646  0.10
H26 1.8143 2.7059 5.0252  0.09
H27 -5.3304 -5.6209 -0.4852  0.12
C31 -0.9685 7.1122 0.5688  -0.09
C32 -1.6791 1.2135 -2.5343  -0.39
H28 2.1610 -6.6157 -3.2913  0.12
C33 -2.1210 4.5731 -0.0591  0.00
C34 1.0579 1.9500 4.6884  -0.02
C35 -3.8757 1.6087 -3.5861  -0.69
C36 -2.8001 -4.1162 -2.2166  -0.08
C37 -3.8958 -1.2245 1.6458  0.01
H29 1.7247 4.1289 0.0535  0.06
C38 2.5542 3.9648 -0.6107  0.02
C39 -0.1461 3.7845 3.1525  0.02
C40 -2.5185 -3.0438 -1.3620  -0.05
H30 -0.0092 -3.7148 -0.8116  0.11
H31 3.3312 4.6596 -0.2896  0.09
N7 -1.0331 2.3389 1.5885  0.03
H32 -1.7029 -2.3432 -1.5425  0.09
C41 5.2062 -2.5464 -1.4211  -0.08
F5 4.9643 3.2148 -1.5174  0.14
F6 4.8234 2.5838 1.2015  0.08
H33 -0.5081 6.2907 2.5154  0.11
C42 -2.2092 5.6812 -0.9686  -0.07
H34 2.0930 -1.1589 -1.0743  0.08
H35 2.8766 -3.2814 3.1841  0.08
C43 1.5251 -4.7073 -4.1551  -0.67
C44 -0.8836 3.6718 1.9644  -0.26
C45 -1.3641 4.7870 1.1469  -0.18

Output
**M**: 1234.54 g/mol
**E_HOMO**: -0.204 Ha
**Total charge**: -1
**Gap between HOMO and LUMO**: 7.7527 eV
**E**: -157078.41959 eV

---

Q: Number 2 is which compound?
A: C4H4N2O

---

Q: Which of these has the highest E?
A: C5H12NO

---

Q: Which value of E does entry 2 give?
A: -9235.58090 eV

---

Q: Which of these has the highest E?
A: C5H12NO